2 unconnected molecules or ions with the total composition C5H12NO at a distorted geometry. Source: the OMol25 dataset; level of theory: ωB97M-V/def2-TZVPD.

total energy: -8909.083 eV
frontier orbital gap: 8.85 eV
total charge: +1
highest occupied orbital energy: -12.75 eV

Geometry (Å):
C1 -0.95 -1.79 0.79
C2 -1.07 -0.25 0.93
C3 -0.19 0.67 1.28
N1 -2.44 0.21 0.65
H1 0.10 -2.07 0.68
H2 -1.33 -2.29 1.69
H3 -1.51 -2.04 -0.10
H4 -0.54 1.69 1.47
H5 0.88 0.52 1.41
H6 -3.12 -0.13 1.34
H7 -2.78 -0.05 -0.27
H8 -2.46 1.28 0.69
O1 2.53 2.30 -0.82
C4 2.17 1.47 -1.65
C5 2.22 -0.02 -1.38
H9 1.78 1.82 -2.64
H10 2.95 -0.52 -2.00
H11 1.32 -0.53 -1.72
H12 2.43 -0.27 -0.34

Table of natural (NBO) atomic charges, one value per atom, all in e: atom 1 (C): -0.65, atom 2 (C): 0.12, atom 3 (C): -0.33, atom 4 (N): -0.69, atom 5 (H): 0.26, atom 6 (H): 0.25, atom 7 (H): 0.22, atom 8 (H): 0.21, atom 9 (H): 0.26, atom 10 (H): 0.45, atom 11 (H): 0.44, atom 12 (H): 0.46, atom 13 (O): -0.52, atom 14 (C): 0.42, atom 15 (C): -0.73, atom 16 (H): 0.13, atom 17 (H): 0.26, atom 18 (H): 0.22, atom 19 (H): 0.22

A single C5H7N3O molecule at a distorted geometry. Source: the OMol25 dataset; level of theory: ωB97M-V/def2-TZVPD.

total energy: -11814.546 eV
frontier orbital gap: 8.83 eV
total charge: 0
SMILES string: CC(=O)Nc1ncc[nH]1
highest occupied orbital energy: -8.18 eV

Geometry (Å):
C1 -2.90 -0.28 0.30
C2 -1.53 0.14 -0.21
C3 0.85 -0.39 -0.13
C4 2.51 0.94 0.18
C5 2.99 -0.32 -0.12
H1 -3.48 0.42 0.78
H2 -2.77 -1.20 1.17
H3 -3.45 -0.79 -0.54
H4 -0.47 -1.64 -0.80
H5 0.33 1.75 0.30
H6 2.90 1.92 0.27
H7 3.89 -0.69 -0.20
N1 -0.54 -0.83 -0.13
N2 1.19 0.93 0.10
N3 1.89 -1.16 -0.28
O1 -1.42 1.20 -0.69

Table of natural (NBO) atomic charges, one value per atom, all in e: atom 1 (C): -0.70, atom 2 (C): 0.70, atom 3 (C): 0.47, atom 4 (C): -0.09, atom 5 (C): -0.11, atom 6 (H): 0.23, atom 7 (H): 0.21, atom 8 (H): 0.24, atom 9 (H): 0.44, atom 10 (H): 0.47, atom 11 (H): 0.21, atom 12 (H): 0.20, atom 13 (N): -0.69, atom 14 (N): -0.55, atom 15 (N): -0.48, atom 16 (O): -0.56

2 unconnected molecules or ions with the total composition C3H4O2 at a distorted geometry. Source: the OMol25 dataset; level of theory: ωB97M-V/def2-TZVPD.

total energy: -7268.266 eV
frontier orbital gap: 10.28 eV
total charge: 0
SMILES string: C=C=O.C=O
highest occupied orbital energy: -9.47 eV

Geometry (Å):
C1 1.56 -0.90 1.23
C2 -1.13 1.15 0.46
C3 1.70 0.17 0.48
O1 -1.52 0.36 -0.36
O2 1.72 1.11 -0.19
H1 1.79 -0.91 2.33
H2 -0.52 0.98 1.44
H3 0.94 -1.76 1.01
H4 -1.35 2.34 0.45

Table of natural (NBO) atomic charges, one value per atom, all in e: atom 1 (C): -0.82, atom 2 (C): 0.29, atom 3 (C): 0.73, atom 4 (O): -0.50, atom 5 (O): -0.45, atom 6 (H): 0.27, atom 7 (H): 0.12, atom 8 (H): 0.28, atom 9 (H): 0.09

2 unconnected molecules or ions with the total composition C6H13N2O3 at a distorted geometry. Source: the OMol25 dataset; level of theory: ωB97M-V/def2-TZVPD.

total energy: -15543.905 eV
frontier orbital gap: 9.34 eV
total charge: +1
highest occupied orbital energy: -13.77 eV

Geometry (Å):
C1 0.50 -2.21 1.13
C2 -1.35 -1.06 0.93
C3 -0.54 -0.39 1.84
C4 1.61 0.33 3.38
C5 -1.25 0.74 -2.31
C6 0.25 0.24 -2.37
N1 -0.70 -2.28 0.61
N2 0.62 -1.11 1.96
O1 -2.06 -0.19 -1.60
O2 1.68 -0.89 2.71
O3 0.72 0.11 -1.13
H1 1.18 -2.92 1.04
H2 -2.37 -1.10 1.33
H3 -1.49 -0.58 -0.15
H4 1.59 -0.14 -1.20
H5 -0.89 0.29 2.58
H6 1.57 1.15 2.72
H7 2.62 0.44 4.01
H8 0.73 0.38 3.98
H9 -1.58 0.83 -3.46
H10 -1.35 1.68 -1.75
H11 0.97 0.79 -3.04
H12 0.16 -0.77 -2.89
H13 -2.24 -0.99 -2.00

Table of natural (NBO) atomic charges, one value per atom, all in e: atom 1 (C): 0.20, atom 2 (C): -0.45, atom 3 (C): 0.14, atom 4 (C): -0.28, atom 5 (C): -0.09, atom 6 (C): -0.09, atom 7 (N): -0.29, atom 8 (N): 0.01, atom 9 (O): -0.70, atom 10 (O): -0.27, atom 11 (O): -0.72, atom 12 (H): 0.23, atom 13 (H): 0.29, atom 14 (H): 0.41, atom 15 (H): 0.48, atom 16 (H): 0.25, atom 17 (H): 0.20, atom 18 (H): 0.25, atom 19 (H): 0.19, atom 20 (H): 0.20, atom 21 (H): 0.20, atom 22 (H): 0.19, atom 23 (H): 0.15, atom 24 (H): 0.49

A single C8H12 molecule at a distorted geometry. Source: the OMol25 dataset; level of theory: ωB97M-V/def2-TZVPD.

total energy: -8486.914 eV
frontier orbital gap: 9.90 eV
total charge: 0
SMILES string: C=C[C@]12CCC[C@H]1C2
highest occupied orbital energy: -8.80 eV

Geometry (Å):
C1 1.60 0.70 2.24
C2 0.47 0.97 1.59
C3 -0.09 -0.03 0.53
C4 0.78 -1.09 -0.28
C5 0.46 -0.66 -1.78
C6 -0.85 0.30 -1.77
C7 -1.24 0.66 -0.30
C8 -1.49 -0.38 0.61
H1 1.94 1.51 2.96
H2 1.99 -0.32 2.36
H3 0.40 2.13 1.50
H4 1.91 -1.15 -0.10
H5 0.63 -2.19 -0.07
H6 1.25 -0.13 -2.12
H7 0.18 -1.55 -2.32
H8 -0.54 1.19 -2.20
H9 -1.71 0.02 -2.29
H10 -1.76 1.60 -0.23
H11 -2.08 -0.31 1.48
H12 -1.86 -1.27 0.18

Table of natural (NBO) atomic charges, one value per atom, all in e: atom 1 (C): -0.40, atom 2 (C): -0.19, atom 3 (C): -0.07, atom 4 (C): -0.40, atom 5 (C): -0.39, atom 6 (C): -0.39, atom 7 (C): -0.21, atom 8 (C): -0.44, atom 9 (H): 0.20, atom 10 (H): 0.19, atom 11 (H): 0.21, atom 12 (H): 0.22, atom 13 (H): 0.21, atom 14 (H): 0.20, atom 15 (H): 0.21, atom 16 (H): 0.20, atom 17 (H): 0.20, atom 18 (H): 0.22, atom 19 (H): 0.22, atom 20 (H): 0.21

A molecular structure, C29H27F2N5O10PRuS3. Source: the OMol25 dataset; level of theory: ωB97M-V/def2-TZVPD.

total energy: -108248.832 eV
spin multiplicity: 6
frontier orbital gap (spin up / spin down): 7.08 / 6.81 eV
<S²>: 8.763
total charge: 0
highest occupied orbital energy (spin up / spin down): -7.39 / -8.37 eV

Geometry (Å):
Ru1 -0.08 -0.03 0.46
F1 0.47 -5.52 1.16
C1 1.09 -4.35 0.92
C2 0.34 -3.20 0.83
C3 0.99 -1.99 0.58
C4 2.39 -1.97 0.44
C5 3.08 -3.17 0.54
F2 4.43 -3.20 0.36
C6 2.47 -4.38 0.78
C7 3.05 -0.69 0.11
C8 4.40 -0.41 0.39
C9 4.94 0.78 -0.02
C10 4.15 1.69 -0.72
C11 2.83 1.37 -0.92
N1 2.28 0.23 -0.49
H1 -0.73 -3.24 0.96
H2 3.04 -5.29 0.84
H3 4.99 -1.14 0.92
H4 5.98 1.01 0.20
H5 4.55 2.62 -1.09
H6 2.17 2.04 -1.45
O1 -6.28 -0.34 0.99
C12 -5.92 0.86 0.59
O2 -6.72 1.75 0.39
C13 -4.47 1.11 0.36
C14 -3.99 2.30 -0.14
N2 -2.66 2.19 -0.23
N3 -2.23 0.99 0.17
C15 -3.31 0.32 0.53
C16 -3.08 -1.09 0.96
O3 -4.06 -1.81 1.19
O4 -1.87 -1.43 1.02
H7 -5.49 -0.96 1.09
H8 -4.52 3.19 -0.43
H9 -1.97 2.83 -0.63
O5 0.06 3.09 3.46
S1 1.10 2.91 2.48
O6 2.35 2.36 2.91
N4 0.55 2.11 1.16
C17 0.38 2.93 0.11
O7 -0.11 2.55 -0.96
C18 0.85 4.33 0.36
C19 0.87 5.40 -0.51
C20 1.38 6.60 -0.05
C21 1.87 6.72 1.25
C22 1.85 5.64 2.13
C23 1.33 4.45 1.64
H10 0.49 5.29 -1.52
H11 1.41 7.46 -0.70
H12 2.26 7.67 1.59
H13 2.22 5.72 3.14
S2 -0.40 -0.48 3.16
C24 0.79 -0.10 4.29
N5 0.76 0.89 5.17
C25 1.99 1.13 5.91
C26 2.65 -0.23 6.03
S3 2.21 -1.10 4.50
H14 0.11 1.64 4.98
H15 1.77 1.58 6.88
H16 2.61 1.82 5.32
H17 2.24 -0.80 6.87
H18 3.73 -0.16 6.13
C27 -1.65 1.28 -3.51
O8 -1.99 0.07 -2.82
P1 -0.86 -0.76 -2.04
O9 0.14 -1.01 -3.28
C28 1.39 -1.68 -3.06
O10 -1.61 -2.13 -1.78
C29 -2.29 -2.87 -2.81
H19 -1.24 1.04 -4.49
H20 -0.93 1.88 -2.94
H21 -2.58 1.84 -3.62
H22 2.21 -0.96 -3.17
H23 1.49 -2.45 -3.82
H24 1.44 -2.13 -2.07
H25 -3.28 -3.12 -2.42
H26 -1.73 -3.78 -3.01
H27 -2.40 -2.28 -3.72

Table of Löwdin atomic charges, one value per atom, all in e: atom 1 (Ru): 1.35, atom 2 (F): 0.07, atom 3 (C): -0.26, atom 4 (C): -0.05, atom 5 (C): -0.21, atom 6 (C): -0.17, atom 7 (C): -0.22, atom 8 (F): 0.05, atom 9 (C): 0.07, atom 10 (C): -0.22, atom 11 (C): 0.01, atom 12 (C): -0.04, atom 13 (C): -0.05, atom 14 (C): -0.14, atom 15 (N): 0.05, atom 16 (H): 0.10, atom 17 (H): 0.13, atom 18 (H): 0.11, atom 19 (H): 0.11, atom 20 (H): 0.11, atom 21 (H): 0.10, atom 22 (O): 0.13, atom 23 (C): -0.51, atom 24 (O): 0.09, atom 25 (C): -0.04, atom 26 (C): 0.02, atom 27 (N): 0.04, atom 28 (N): 0.01, atom 29 (C): -0.14, atom 30 (C): -0.58, atom 31 (O): 0.06, atom 32 (O): -0.23, atom 33 (H): 0.08, atom 34 (H): 0.14, atom 35 (H): 0.13, atom 36 (O): -0.30, atom 37 (S): 0.63, atom 38 (O): -0.29, atom 39 (N): -0.14, atom 40 (C): -0.56, atom 41 (O): -0.06, atom 42 (C): -0.13, atom 43 (C): 0.00, atom 44 (C): -0.05, atom 45 (C): -0.06, atom 46 (C): -0.02, atom 47 (C): -0.21, atom 48 (H): 0.12, atom 49 (H): 0.11, atom 50 (H): 0.11, atom 51 (H): 0.12, atom 52 (S): 0.68, atom 53 (C): -1.10, atom 54 (N): -0.05, atom 55 (C): -0.22, atom 56 (C): -0.41, atom 57 (S): 0.95, atom 58 (H): 0.11, atom 59 (H): 0.12, atom 60 (H): 0.11, atom 61 (H): 0.08, atom 62 (H): 0.08, atom 63 (C): -0.10, atom 64 (O): -0.31, atom 65 (P): 0.73, atom 66 (O): -0.30, atom 67 (C): -0.09, atom 68 (O): -0.31, atom 69 (C): -0.07, atom 70 (H): 0.09, atom 71 (H): 0.06, atom 72 (H): 0.09, atom 73 (H): 0.08, atom 74 (H): 0.09, atom 75 (H): 0.06, atom 76 (H): 0.10, atom 77 (H): 0.09, atom 78 (H): 0.08